ORCA calculation (the ωB97M-V functional and the def2-TZVPD basis) on one molecule with the formula C2H7NO in a non-equilibrium geometry.

```
11
Properties=species:S:1:pos:R:3:forces:R:3:lowdin_charge:R:1
C -1.308375 -0.166852 -0.516153 2.079 -0.948 0.696 -0.082
N -0.345629 0.255126 0.551616 -2.701 0.286 0.531 -0.137
C 0.908280 -0.282738 0.660901 1.970 0.233 -1.130 -0.295
O 1.658685 0.026447 -0.619886 0.313 -0.077 1.448 -0.119
H -0.855444 -0.007155 -1.486120 0.041 -0.110 -0.425 0.061
H -1.563613 -1.263827 -0.431640 0.164 1.257 0.155 0.098
H -2.154078 0.463600 -0.446116 -1.071 0.342 0.209 0.055
H -0.350468 1.250799 0.749302 -0.267 -0.340 -0.158 0.107
H 0.948119 -1.372782 0.607070 -0.264 0.084 0.406 0.113
H 1.392259 0.107559 1.634239 -0.311 -0.538 -1.762 0.140
H 1.670260 0.989824 -0.703209 0.047 -0.189 0.030 0.059
```
Forces are in eV/Å.

Properties
Electronic energy, hartree: -210.3599
Kohn-Sham gap, eV: 9.92
HOMO level, eV: -8.9
Total charge: 0
Relative energy (zero: lowest compared OMol25 entry of this formula, charge and spin), kcal per mole: 24.4
SMILES: CNCO